Entry 1:
DFT (the ωB97M-V functional and the def2-TZVPD basis) results for a structure of composition C24H26AlAsN5O2S2.

Geometry (Å):
Al -0.6408 -1.6991 -0.8590
N 7.2083 -1.6259 0.8857
C 5.8805 -1.3166 0.9933
C 4.9281 -2.3341 1.1784
C 3.5903 -2.0272 1.2616
C 3.1854 -0.6942 1.1648
C 4.1106 0.3265 0.9759
C 5.4501 0.0153 0.9002
S 1.4941 -0.3327 1.2080
O 1.3085 1.0831 1.3600
O 0.8087 -1.2314 2.0957
N 0.8950 -0.7935 -0.2733
C 1.1242 -0.1789 -1.4652
N 2.0945 0.6893 -1.7379
C 2.1416 1.1178 -2.9938
C 1.2498 0.7088 -3.9872
C 0.2536 -0.1557 -3.6091
N 0.1630 -0.5823 -2.3483
H 7.5195 -2.5466 1.1354
H 7.8924 -0.8941 0.9351
H 5.2569 -3.3629 1.2688
H 2.8511 -2.8023 1.4255
H 3.7719 1.3513 0.9032
H 6.1856 0.8018 0.7735
H 2.9326 1.8251 -3.2207
H 1.3309 1.0626 -5.0041
H -0.4997 -0.5108 -4.3022
S -0.0610 -3.7776 -1.6112
C -1.1941 -4.1108 -0.3299
C -1.5536 -5.3545 0.1839
C -2.4691 -5.3967 1.2134
C -3.0173 -4.2165 1.7253
C -2.6180 -3.0254 1.1834
N -1.7292 -2.9741 0.1767
H -1.1105 -6.2497 -0.2285
H -2.7641 -6.3519 1.6286
H -3.7343 -4.2329 2.5324
H -2.9972 -2.0783 1.5370
C -3.9158 0.5176 -0.7445
As -2.0756 0.3493 -0.1670
C -2.2369 0.6819 1.7324
C -1.2031 1.9902 -0.8021
C -1.8869 3.2451 -0.3434
C -2.9293 3.8073 -1.0779
C -3.5647 4.9586 -0.6351
C -3.1642 5.5619 0.5502
C -2.1200 5.0146 1.2833
C -1.4829 3.8643 0.8381
H -4.2934 1.4962 -0.4579
H -4.5093 -0.2562 -0.2607
H -3.9890 0.3956 -1.8233
H -2.6692 1.6718 1.8584
H -1.2524 0.6395 2.1956
H -2.8859 -0.0578 2.1926
H -1.1529 1.9298 -1.8883
H -0.1903 1.9363 -0.3987
H -3.2353 3.3481 -2.0122
H -4.3695 5.3883 -1.2188
H -3.6573 6.4618 0.8955
H -1.7944 5.4886 2.2016
H -0.6597 3.4424 1.4064

Values from the calculation:
E_tot = -4628.964761 a.u.
2S+1 = 1
Total charge = +1
Gap between HOMO and LUMO = 7.6 eV
Energy relative to the best compared isomer or geometry (same formula, charge and spin) = 0.185 eV

Atom charges from the Löwdin analysis, given in e for atoms 1 to 2: -0.04, 0.12

***

Entry 2:
DFT (the ωB97M-V functional and the def2-TZVPD basis) results for the ion C5H8NO with charge +1.

Geometry (Å):
C -0.4474 -1.8693 -0.1900
C -0.2127 -0.5326 0.3977
C -1.0583 0.6011 0.1354
C -0.4759 1.7406 -0.0762
C 0.9911 1.4365 -0.1580
N 1.1419 0.0164 0.0657
O 2.1556 -0.6040 -0.1043
H -0.7690 -1.7261 -1.3000
H -1.2644 -2.5865 0.1744
H 0.3479 -2.6374 -0.2359
H -0.1033 -0.5717 1.4952
H -2.0452 0.3833 0.4059
H -1.0572 2.6768 -0.2694
H 1.4520 1.7039 -1.0606
H 1.3448 1.9690 0.7201

Values from the calculation:
E_tot = -324.904368 a.u.
2S+1 = 1
Total charge = +1
Gap between HOMO and LUMO = 8.1 eV
SMILES string = C[C@@H]1C=CC[N+]1=O
Energy relative to the best compared isomer or geometry (same formula, charge and spin) = 3.662 eV

Atom charges from the Löwdin analysis, given in e for atoms 1 to 2: -0.03, -0.28